Molecular formula: C60H56AsF10O12
Method: DFT, ωB97M-V with the def2-TZVPD basis set

Summary:
Electronic energy: -175713.0570 eV
Net charge: -2
F_max: 3.414 eV/Å
HOMO energy (alpha / beta): 1.00 / -3.16 eV
ΔE to the lowest compared entry with this formula, charge and spin: 0.00 kJ/mol
E_LUMO (alpha / beta): 3.660 / 3.659 eV
Multiplicity: 2

CARTESIAN COORDINATES (ANGSTROEM)
As: -0.324 -0.423 -0.221
F: -1.237 0.167 -1.665
F: 0.335 1.308 0.050
F: 0.605 -0.857 1.247
F: -0.905 -2.090 -0.523
F: 1.185 -0.732 -1.211
F: -1.799 -0.062 0.765
F: 4.798 -6.855 3.099
C: 4.020 -5.810 3.055
C: 3.773 -5.300 1.786
C: 2.802 -4.366 1.639
C: 2.189 -3.767 2.789
C: 2.508 -4.272 4.055
C: 3.354 -5.321 4.161
H: 4.451 -5.489 0.967
H: 2.493 -3.930 0.700
H: 1.294 -3.175 2.668
H: 1.983 -3.842 4.895
H: 3.577 -5.762 5.121
F: 2.405 -4.456 -3.662
C: 1.160 -4.424 -4.243
C: 0.052 -4.288 -3.473
C: -1.218 -4.343 -4.067
C: -1.313 -4.460 -5.473
C: -0.124 -4.396 -6.267
C: 1.123 -4.365 -5.587
H: 0.152 -4.072 -2.419
H: -2.064 -4.331 -3.396
H: -2.233 -4.505 -6.036
H: -0.213 -4.258 -7.334
H: 2.079 -4.315 -6.087
F: -4.370 -0.962 -2.161
C: -5.139 -0.599 -1.087
C: -4.701 -0.868 0.219
C: -5.371 -0.313 1.307
C: -6.598 0.434 1.088
C: -7.098 0.591 -0.228
C: -6.283 0.121 -1.292
H: -3.765 -1.403 0.292
H: -4.928 -0.525 2.270
H: -7.266 0.821 1.843
H: -7.983 1.198 -0.348
H: -6.423 0.251 -2.355
F: -0.430 -3.046 4.205
C: -1.283 -2.127 4.574
C: -1.449 -1.839 5.925
C: -2.316 -0.814 6.341
C: -2.920 -0.014 5.359
C: -2.771 -0.373 4.041
C: -1.936 -1.404 3.592
H: -0.765 -2.266 6.644
H: -2.341 -0.495 7.373
H: -3.382 0.919 5.645
H: -3.200 0.229 3.253
H: -1.893 -1.736 2.565
C: 1.666 4.355 2.012
C: 1.605 4.386 3.385
C: 2.415 3.528 4.102
C: 3.164 2.557 3.462
C: 3.149 2.472 2.092
C: 2.390 3.364 1.343
O: 2.476 3.362 -0.030
O: 2.470 3.543 5.467
H: 0.996 4.921 1.382
H: 1.034 5.113 3.944
H: 3.714 1.870 4.089
H: 3.710 1.690 1.601
H: 3.320 2.938 -0.202
H: 1.750 4.020 5.885
C: 1.751 1.057 -6.642
C: 1.957 1.442 -5.346
C: 1.321 0.750 -4.313
C: 0.564 -0.370 -4.532
C: 0.263 -0.727 -5.846
C: 0.884 -0.030 -6.883
O: 0.676 -0.484 -8.147
O: 1.531 1.088 -3.022
H: 2.107 1.668 -7.458
H: 2.655 2.246 -5.162
H: 0.027 -0.937 -3.787
H: -0.371 -1.586 -6.007
H: 1.086 0.193 -8.691
H: 1.648 0.216 -2.638
C: -2.152 5.598 2.336
C: -2.246 4.780 1.191
C: -2.135 3.393 1.337
C: -1.890 2.853 2.587
C: -1.620 3.679 3.675
C: -1.862 5.030 3.552
O: -1.663 5.739 4.720
O: -2.168 2.633 0.236
H: -2.332 6.662 2.289
H: -2.448 5.200 0.216
H: -1.716 1.788 2.618
H: -1.291 3.199 4.585
H: -2.053 6.616 4.710
H: -2.471 1.774 0.540
C: -4.197 2.855 -6.040
C: -3.625 2.943 -4.750
C: -2.986 1.805 -4.239
C: -2.831 0.571 -4.991
C: -3.388 0.568 -6.249
C: -4.101 1.652 -6.788
O: -4.659 1.649 -8.037
O: -2.519 1.850 -3.016
H: -4.751 3.718 -6.379
H: -3.629 3.856 -4.173
H: -2.446 -0.326 -4.529
H: -3.312 -0.383 -6.756
H: -4.703 0.751 -8.374
H: -2.608 1.002 -2.575
C: 4.051 -0.870 -1.207
C: 3.680 -1.676 -2.240
C: 4.240 -1.494 -3.504
C: 5.075 -0.406 -3.745
C: 5.288 0.515 -2.760
C: 4.797 0.321 -1.464
O: 4.847 1.276 -0.492
O: 3.852 -2.310 -4.515
H: 3.684 -1.156 -0.233
H: 3.110 -2.556 -1.986
H: 5.388 -0.326 -4.776
H: 5.876 1.366 -3.072
H: 5.314 0.984 0.295
H: 3.297 -3.009 -4.160
C: 2.652 -0.942 5.692
C: 2.433 -0.376 6.971
C: 1.531 0.651 7.091
C: 0.739 0.994 6.034
C: 0.994 0.570 4.751
C: 2.035 -0.406 4.570
O: 2.440 -0.832 3.288
O: 1.470 1.271 8.316
H: 3.384 -1.735 5.641
H: 2.968 -0.683 7.858
H: -0.014 1.732 6.270
H: 0.393 1.044 3.989
H: 1.787 -0.775 2.587
H: 2.240 1.740 8.646

Molecular formula: C60H61F11NbO12Si
Method: DFT, ωB97M-V with the def2-TZVPD basis set

Summary:
Electronic energy: -127093.7579 eV
Net charge: -1
F_max: 1.679 eV/Å
HOMO energy: -5.50 eV
E_LUMO: -0.211 eV
Multiplicity: 1

CARTESIAN COORDINATES (ANGSTROEM)
C: -0.558 5.985 2.922
C: -1.421 4.883 2.295
C: -0.769 4.177 1.090
C: -0.960 2.654 1.094
Nb: -0.059 1.536 -0.599
C: 1.962 2.040 0.313
C: 2.311 1.849 1.761
C: 3.195 0.846 2.161
C: 3.567 0.678 3.483
C: 3.058 1.513 4.465
C: 2.201 2.534 4.090
C: 1.843 2.705 2.765
O: -1.769 1.285 -1.468
C: -3.049 1.094 -0.909
C: -3.950 2.287 -1.194
O: -5.266 1.875 -1.513
C: -6.021 1.502 -0.384
C: -7.325 0.917 -0.860
C: -0.039 -0.644 0.271
F: -1.387 -1.035 0.406
F: 0.405 -0.591 1.595
C: 0.633 -1.840 -0.363
C: 2.163 -1.801 -0.404
Si: 2.938 -3.109 0.687
C: 3.177 -4.639 -0.369
C: 4.631 -2.651 1.357
C: 1.833 -3.595 2.130
C: 1.141 -4.802 2.122
C: 0.284 -5.145 3.158
C: 0.108 -4.283 4.228
C: 0.798 -3.078 4.257
C: 1.648 -2.742 3.222
C: 0.922 0.930 -2.709
F: 0.677 -0.366 -3.101
F: 0.189 1.712 -3.629
C: 2.357 1.245 -3.138
F: 2.697 2.485 -2.725
F: 3.187 0.355 -2.513
C: 2.710 1.137 -4.646
F: 4.065 1.220 -4.738
F: 2.339 -0.064 -5.131
C: 2.142 2.250 -5.605
F: 1.066 1.790 -6.258
F: 1.830 3.382 -4.976
F: 3.084 2.547 -6.537
H: 0.486 5.901 2.641
H: -0.612 5.954 4.005
H: -0.914 6.971 2.632
H: -1.630 4.125 3.045
H: -2.369 5.309 1.978
H: 0.289 4.423 1.072
H: -1.162 4.571 0.156
H: -0.579 2.230 2.025
H: -2.045 2.514 1.096
H: 0.137 3.139 -1.445
H: 2.152 3.078 0.046
H: 2.703 1.475 -0.255
H: 3.633 0.195 1.422
H: 4.263 -0.102 3.747
H: 3.333 1.371 5.498
H: 1.802 3.213 4.827
H: 1.195 3.524 2.517
H: -3.525 0.231 -1.375
H: -3.009 0.870 0.153
H: -3.566 2.824 -2.053
H: -3.998 2.954 -0.330
H: -5.499 0.745 0.208
H: -6.165 2.362 0.277
H: -7.693 1.448 -1.731
H: -7.143 -0.111 -1.139
H: -8.076 0.910 -0.075
H: 0.186 -2.075 -1.323
H: 0.310 -2.672 0.275
H: 2.491 -2.020 -1.418
H: 2.521 -0.795 -0.213
H: 3.627 -5.427 0.231
H: 3.876 -4.400 -1.168
H: 2.257 -5.008 -0.812
H: 4.511 -2.183 2.331
H: 5.189 -1.962 0.731
H: 5.207 -3.558 1.521
H: 1.231 -5.494 1.301
H: -0.260 -6.077 3.113
H: -0.575 -4.543 5.022
H: 0.658 -2.387 5.073
H: 2.144 -1.784 3.251
C: 0.981 9.772 5.981
C: 1.132 11.083 5.816
C: 1.657 11.646 4.545
O: 1.795 12.841 4.400
C: 2.003 10.690 3.464
C: 1.853 9.379 3.626
C: 1.331 8.814 4.898
O: 1.193 7.622 5.042
H: 0.601 9.336 6.896
H: 0.885 11.802 6.588
H: 2.381 11.126 2.548
H: 2.096 8.659 2.854
C: -4.759 -2.103 4.698
C: -4.835 -3.427 4.613
C: -4.016 -4.185 3.629
O: -4.094 -5.395 3.564
C: -3.115 -3.408 2.749
C: -3.034 -2.082 2.829
C: -3.849 -1.324 3.811
O: -3.792 -0.117 3.899
H: -5.344 -1.527 5.404
H: -5.486 -4.018 5.246
H: -2.522 -3.979 2.046
H: -2.375 -1.501 2.198
C: 3.141 -9.813 1.717
C: 3.573 -10.694 2.614
C: 3.387 -10.466 4.071
O: 3.783 -11.272 4.886
C: 2.702 -9.217 4.487
C: 2.268 -8.333 3.592
C: 2.451 -8.565 2.136
O: 2.056 -7.762 1.321
H: 3.264 -9.953 0.651
H: 4.076 -11.612 2.338
H: 2.582 -9.073 5.553
H: 1.772 -7.410 3.868
C: -4.464 -2.153 -3.201
C: -4.336 -2.959 -4.251
C: -5.022 -4.275 -4.301
O: -4.911 -5.013 -5.256
C: -5.856 -4.660 -3.132
C: -5.985 -3.856 -2.081
C: -5.300 -2.538 -2.035
O: -5.416 -1.800 -1.083
H: -3.975 -1.189 -3.137
H: -3.732 -2.704 -5.113
H: -6.343 -5.625 -3.194
H: -6.584 -4.112 -1.217
C: 2.565 1.646 -9.829
C: 2.944 2.906 -10.021
C: 2.761 3.575 -11.333
O: 3.108 4.722 -11.515
C: 2.135 2.785 -12.425
C: 1.757 1.525 -12.235
C: 1.943 0.854 -10.920
O: 1.597 -0.295 -10.755
H: 2.688 1.141 -8.879
H: 3.398 3.500 -9.238
H: 2.012 3.296 -13.371
H: 1.301 0.926 -13.013